[1]
2 unconnected molecules or ions with the total composition C9H16N2O at a distorted geometry. Source: OMol25; level of theory: wB97M-V/def2-TZVPD.

Structure (XYZ):
```
28
Properties=species:S:1:pos:R:3
C 1.51000 -0.11474 0.35395
C 2.28582 1.01422 -0.06536
C 2.27711 -1.18865 0.50753
C 1.91255 2.32857 -0.43671
C 2.13557 -2.57794 1.11954
C -3.22246 0.02508 0.40287
C -1.56670 1.34292 -0.74789
C -1.48978 -1.28356 -0.85363
C -1.75803 -0.02987 0.04171
N 3.47025 0.47495 -0.30400
N -1.02289 -0.21437 1.19433
O 3.48476 -0.74271 0.11099
H 2.69670 3.02253 -0.08912
H 2.00929 2.49326 -1.59685
H 0.99784 2.70200 -0.08139
H 3.13914 -3.13332 1.05208
H 1.88098 -2.59626 2.17486
H 1.39793 -3.22071 0.60874
H -3.63197 0.32015 -0.55726
H -3.64596 -0.81151 0.77415
H -3.41663 0.75935 1.09215
H -2.10680 1.35352 -1.83603
H -0.47846 1.55068 -1.06544
H -1.86280 2.25292 -0.21956
H -2.35219 -1.22270 -1.57472
H -0.63051 -0.93839 -1.38570
H -1.34871 -2.21743 -0.27837
H -0.66403 0.65199 1.65913
```

energy relative to the best compared isomer or geometry (same formula, charge and spin)	748.12	kJ/mol
M	168.24	g/mol
energy	-14613.0296	eV
orbital gap (alpha / beta)	8.981 / 9.376	eV
max |F|	4.764	eV/Å
LUMO (alpha / beta)	-0.38 / -0.09	eV
HOMO (alpha / beta)	-9.3628 / -9.4697	eV

[2]
C4H10N2S in the gas phase at a distorted geometry. Source: OMol25; level of theory: wB97M-V/def2-TZVPD.

Structure (XYZ):
```
17
Properties=species:S:1:pos:R:3
C -0.25614 -0.65614 -0.78104
C 0.10582 0.79201 -1.33289
C 0.85588 -0.45121 0.27514
C 0.36561 -0.37298 1.71397
H -2.00738 -0.30330 0.19075
H -2.17160 -0.99927 -1.31129
H 0.08414 -1.34923 -1.57428
H 0.49680 0.86976 -2.35113
H -0.69831 1.54147 -1.21537
H 2.10790 0.97244 -0.73739
H 1.67335 -1.22936 0.15923
H -0.01785 -1.25831 2.13345
H 1.24808 -0.12677 2.39897
H -0.39444 1.80363 1.25147
N -1.60140 -0.97986 -0.47605
N 1.18891 0.88053 -0.33776
S -0.97937 0.86660 1.99423
```

energy relative to the best compared isomer or geometry (same formula, charge and spin)	116.39	kJ/mol
M	118.20	g/mol
SMILES	N[C@H]1CN[C@H]1CS
energy	-18124.3783	eV
orbital gap	9.473	eV
max |F|	2.820	eV/Å
LUMO	0.94	eV
HOMO	-8.5328	eV

[3]
C5H9NO in the gas phase. Source: OMol25; level of theory: wB97M-V/def2-TZVPD.

Structure (XYZ):
```
16
Properties=species:S:1:pos:R:3
C -1.49446 -1.25040 -0.01055
C -0.40836 -0.27433 -0.44245
C -0.66997 1.24748 -0.21903
C 0.69483 1.41297 0.51873
C 0.85718 -0.07076 0.33962
N 1.90708 -0.80559 0.15882
O 3.09130 -0.63218 0.54213
H -2.33894 -1.15213 -0.70200
H -1.86076 -1.06805 1.00508
H -1.14109 -2.28683 -0.06529
H -0.11324 -0.55002 -1.46930
H -0.79461 1.83226 -1.13190
H -1.52526 1.42821 0.44030
H 0.65056 1.83585 1.52652
H 1.46030 1.95899 -0.04758
H 1.68545 -1.62548 -0.44308
```

energy relative to the best compared isomer or geometry (same formula, charge and spin)	363.72	kJ/mol
M	99.13	g/mol
SMILES	C[C@H]1CC/C1=[NH+]\[O-]
energy	-8865.4429	eV
orbital gap	9.077	eV
max |F|	0.764	eV/Å
LUMO	0.71	eV
HOMO	-8.3704	eV

[4]
2 unconnected molecules or ions with the total composition CH2NO3S at a distorted geometry. Source: OMol25; level of theory: wB97M-V/def2-TZVPD.

Structure (XYZ):
```
8
Properties=species:S:1:pos:R:3
C 0.40086 0.07287 0.15792
N 1.67799 0.59692 0.30148
O 0.78706 0.06456 -3.67465
O 2.93272 1.25428 -3.50023
O 1.40937 -0.79370 0.54483
S 1.59030 1.05118 -2.93701
H -0.37342 0.26991 0.91718
H -0.02373 -0.09840 -0.83740
```

energy relative to the best compared isomer or geometry (same formula, charge and spin)	445.75	kJ/mol
M	108.10	g/mol
energy	-19534.2824	eV
orbital gap (alpha / beta)	8.958 / 4.956	eV
max |F|	1.918	eV/Å
net charge	-1
LUMO (alpha / beta)	4.08 / 3.43	eV
HOMO (alpha / beta)	-4.8764 / -1.5214	eV

[5]
2 unconnected molecules or ions with the total composition C2H2Br2O at a distorted geometry. Source: OMol25; level of theory: wB97M-V/def2-TZVPD.

Structure (XYZ):
```
7
Properties=species:S:1:pos:R:3
C 0.17813 0.15735 0.80319
C 0.41809 -0.42906 -0.47208
O -0.31527 -0.38045 1.80463
Br -2.28866 0.56198 -0.84695
Br 1.38733 0.33637 -1.80741
H 0.55012 1.15039 1.08686
H 0.07026 -1.39659 -0.56824
```

energy relative to the best compared isomer or geometry (same formula, charge and spin)	195.68	kJ/mol
M	201.85	g/mol
energy	-144235.8505	eV
orbital gap (alpha / beta)	7.953 / 6.678	eV
max |F|	3.876	eV/Å
LUMO (alpha / beta)	-2.52 / -3.24	eV
HOMO (alpha / beta)	-10.4687 / -9.9137	eV

[6]
A molecular structure, C26H16F5N5OSW at a distorted geometry. Source: OMol25; level of theory: wB97M-V/def2-TZVPD.

Structure (XYZ):
```
55
Properties=species:S:1:pos:R:3
W -0.02644 -0.06335 0.05736
F 0.01757 -5.24703 4.86081
C 0.51594 -4.35798 4.00004
C -0.33892 -3.52740 3.28995
F -1.65774 -3.61182 3.46265
C 0.22273 -2.62722 2.41493
F -0.54775 -1.79043 1.69199
C 1.58199 -2.50128 2.20229
S 2.11375 -1.29840 1.04156
C 2.41221 -3.34346 2.92315
F 3.73694 -3.28446 2.77410
C 1.88364 -4.26432 3.81545
F 2.69250 -5.06997 4.50546
N 2.46616 7.45776 -7.07967
C 2.20263 6.64823 -6.30821
C 1.87138 5.63495 -5.34208
C 1.24551 4.46085 -5.75271
C 0.92635 3.49009 -4.81899
C 1.22631 3.68146 -3.47422
C 1.85008 4.85748 -3.07032
C 2.17520 5.83218 -3.99749
C 0.86263 2.64204 -2.47228
C 1.90610 1.87342 -1.94184
C 3.26023 1.96373 -2.29434
C 3.94433 1.02740 -1.53544
C 2.97311 0.41271 -0.74398
N 1.73350 0.89425 -0.95862
C -0.46340 2.48306 -2.15253
C -1.53720 3.28834 -2.64707
C -2.67681 2.78879 -2.09220
C -2.28300 1.69433 -1.27478
N -0.97324 1.49549 -1.30278
H 1.00874 4.31074 -6.79706
H 0.43962 2.57649 -5.13439
H 2.07919 5.01007 -2.02363
H 2.66095 6.74503 -3.68116
H 3.66750 2.63334 -3.03542
H 4.99563 0.79405 -1.54141
H 3.24039 -0.36658 -0.05687
H -1.44399 4.12405 -3.32120
H -3.68614 3.14115 -2.23180
H -2.94117 1.07559 -0.69129
C -1.44305 3.78118 3.78828
N -0.56754 2.88442 3.05076
C 0.78617 2.73136 3.21860
C 1.18303 1.78917 2.32254
N 0.08140 1.37139 1.60860
C -0.95260 2.05015 2.07126
H -0.84973 4.32894 4.51425
H -2.20879 3.20942 4.30872
H -1.91459 4.48500 3.10522
H 1.33981 3.29332 3.94904
H 2.16289 1.38637 2.14030
H -1.96539 1.95161 1.71996
O -1.70190 -0.24813 0.31525
```

energy relative to the best compared isomer or geometry (same formula, charge and spin)	252.00	kJ/mol
M	725.35	g/mol
energy	-62965.9871	eV
orbital gap	6.036	eV
max |F|	2.033	eV/Å
LUMO	-0.91	eV
HOMO	-6.9503	eV